No. 1
C23H25N5O4 | ωB97M-V with the def2-TZVPD basis set

Positions of all 57 atoms, in Å:
C: 6.3502 1.4961 -1.1939
C: 4.9657 1.1362 -1.7374
C: 4.0500 0.7350 -0.6283
N: 3.1903 1.5673 -0.1886
N: 2.3688 1.2562 0.8316
C: 1.4846 2.3310 1.2358
C: 0.4255 2.6495 0.1693
O: 0.5290 3.6578 -0.5035
N: -0.5796 1.7674 -0.0057
C: -0.9539 0.6651 0.8512
C: -2.2464 1.0200 1.6112
N: -3.3156 1.3513 0.6947
C: -4.1666 0.3434 0.2407
C: -4.7423 -0.5363 1.1591
C: -5.6381 -1.5145 0.7707
C: -6.0055 -1.6384 -0.5632
O: -6.8831 -2.5635 -1.0603
C: -7.4891 -3.4546 -0.1592
C: -5.4506 -0.7578 -1.4878
C: -4.5478 0.2086 -1.0978
C: -2.9138 2.4254 -0.1844
C: -1.6291 2.0903 -0.9563
C: 2.3856 0.0567 1.5119
O: 1.6221 -0.1558 2.4430
C: 3.3607 -0.8836 1.0087
C: 3.6545 -2.1700 1.4266
C: 4.6795 -2.6008 0.5758
O: 5.4574 -3.6755 0.3551
C: 6.2551 -3.3405 -0.6882
C: 6.0251 -2.0807 -1.1584
C: 4.9880 -1.5789 -0.3352
N: 4.1766 -0.5191 -0.0689
H: 7.0105 1.7715 -2.0119
H: 6.7910 0.6573 -0.6597
H: 6.2738 2.3391 -0.5122
H: 4.5285 2.0025 -2.2323
H: 5.0445 0.3167 -2.4540
H: 2.0816 3.2407 1.3431
H: 1.0422 2.0563 2.1943
H: -0.1701 0.4088 1.5601
H: -1.1465 -0.2094 0.2176
H: -2.5275 0.1780 2.2397
H: -2.0588 1.8897 2.2512
H: -4.5057 -0.4484 2.2084
H: -6.0503 -2.1656 1.5257
H: -6.7488 -4.0841 0.3464
H: -8.0871 -2.9256 0.5907
H: -8.1434 -4.0840 -0.7606
H: -5.7378 -0.8525 -2.5232
H: -4.1415 0.8575 -1.8574
H: -3.7263 2.6735 -0.8658
H: -2.7157 3.3036 0.4416
H: -1.2996 2.9437 -1.5497
H: -1.7880 1.2244 -1.6067
H: 3.1783 -2.6898 2.2310
H: 6.9551 -4.0846 -1.0133
H: 6.5347 -1.6066 -1.9712

Cartesian forces (eV/Å) of the 3 atoms listed first:
-0.1 -0.1 -0.1
0.2 0.0 0.2
-0.2 0.3 -0.2

Summary:
Frontier orbital gap: 7.69 eV
Strongest force on any atom: 0.0326 Eh/bohr
SMILES: CCc1nn(CC(=O)N2CCN(c3ccc(OC)cc3)CC2)c(=O)c2cc3occc3n12
E: -39896.0925 eV
LUMO energy: 0.46 eV
Energy above the lowest of the compared OMol25 structures with the same formula, charge and spin: 66.32 kcal per mole

No. 2
C23H25N6OPd | ωB97M-V with the def2-TZVPD basis set

Positions of all 56 atoms, in Å:
Pd: -0.0282 -1.0021 0.2315
C: 3.8387 3.8392 3.2799
C: 2.8306 3.0962 2.4456
C: 1.4964 3.5057 2.3683
C: 0.5696 2.8004 1.6307
C: 0.9219 1.6598 0.8956
N: -0.0262 0.9486 0.1653
C: -1.0197 1.6392 -0.5232
C: -0.7100 2.7879 -1.2643
C: -1.6717 3.4838 -1.9657
C: -3.0026 3.0581 -1.9951
C: -4.0493 3.7894 -2.7912
C: -3.3144 1.9149 -1.2833
C: -2.3492 1.2330 -0.5481
N: -2.7648 0.1161 0.2335
C: -3.9321 -0.0389 0.8777
C: -3.9686 -1.3174 1.3933
C: -2.7568 -1.8878 1.0154
N: -2.0421 -1.0201 0.2950
C: 2.2521 1.2673 0.9732
C: 3.1814 1.9560 1.7476
N: 2.7031 0.1375 0.2315
C: 3.9050 -0.0140 -0.3483
C: 4.0083 -1.3179 -0.7802
C: 2.7982 -1.9037 -0.4199
N: 2.0123 -1.0207 0.1969
H: 3.5141 4.8620 3.4642
H: 4.8101 3.8743 2.7870
H: 3.9786 3.3553 4.2484
H: 1.1753 4.3805 2.9210
H: -0.4631 3.1245 1.6067
H: 0.3184 3.1260 -1.2759
H: -1.3820 4.3654 -2.5249
H: -3.7424 4.8151 -2.9892
H: -5.0017 3.8157 -2.2620
H: -4.2211 3.3028 -3.7532
H: -4.3301 1.5358 -1.2964
H: -4.6439 0.7660 0.9367
H: -4.7573 -1.7702 1.9667
H: -2.3631 -2.8687 1.2150
H: 4.1975 1.5823 1.8057
H: 4.5925 0.8107 -0.4209
H: 4.8422 -1.7814 -1.2759
H: 2.4711 -2.9192 -0.5549
C: 0.3472 -5.6813 -2.1914
N: 0.1402 -5.0277 -0.8944
C: 0.1240 -5.7977 0.3506
C: 0.0287 -3.7178 -0.8286
O: -0.1108 -3.1079 0.2540
H: 0.3202 -6.7564 -2.0476
H: 1.3141 -5.4159 -2.6171
H: -0.4416 -5.4104 -2.8905
H: 0.2080 -6.8531 0.1135
H: -0.8059 -5.6217 0.8882
H: 0.9516 -5.5010 0.9936
H: 0.0475 -3.1964 -1.7904

Cartesian forces (eV/Å) of the 3 atoms listed first:
-0.1 -0.4 -0.1
0.0 0.0 0.0
-0.1 0.1 0.0

Summary:
Frontier orbital gap: 7.26 eV
Strongest force on any atom: 0.0072 Eh/bohr
E: -38719.6941 eV
Total charge: +1
LUMO energy: -2.41 eV
Energy above the lowest of the compared OMol25 structures with the same formula, charge and spin: 0.00 kcal per mole

No. 3
C23H25N6OSTc | ωB97M-V with the def2-TZVPD basis set

Positions of all 57 atoms, in Å:
Tc: 1.2466 0.4131 -3.0203
N: -2.9587 0.5677 -4.0057
C: -1.7182 0.6931 -3.5621
S: -0.4669 -0.2227 -4.4193
N: -1.4810 1.5170 -2.5644
N: -0.1742 1.6030 -2.2152
C: 0.2005 2.5727 -1.3987
C: -0.7191 3.5259 -0.7953
C: -1.8615 3.0802 -0.1075
C: -2.7018 3.9910 0.4966
C: -2.4462 5.3562 0.3864
C: -1.3347 5.8104 -0.3186
C: -0.4643 4.9039 -0.8896
C: 1.6621 2.6440 -1.1843
C: 2.2925 3.5050 -0.3070
C: 3.6835 3.5176 -0.2476
C: 4.4142 2.6552 -1.0480
C: 3.7258 1.7759 -1.8647
N: 2.3875 1.7645 -1.9252
H: -3.1804 -0.0248 -4.7906
H: -3.6937 1.1331 -3.6044
H: -2.0739 2.0232 -0.0302
H: -3.5665 3.6452 1.0457
H: -3.1192 6.0676 0.8461
H: -1.1539 6.8709 -0.4255
H: 0.3772 5.2695 -1.4642
H: 1.7095 4.1571 0.3257
H: 4.1878 4.2007 0.4232
H: 5.4949 2.6489 -1.0376
H: 4.2533 1.0621 -2.4873
C: -2.6903 -4.5508 2.5210
C: -2.0555 -3.2637 3.0930
N: -0.8078 -2.9418 2.4266
C: 0.4412 -3.1403 3.1455
C: 0.6915 -4.6092 3.5145
C: -0.9028 -2.3516 1.1374
O: -1.9634 -1.9116 0.7733
C: 0.2916 -2.2736 0.2278
C: 1.2047 -3.3033 0.0287
C: 2.1681 -3.1710 -0.9629
C: 2.1722 -2.0278 -1.7303
N: 1.2692 -1.0393 -1.5592
C: 0.3408 -1.1632 -0.6021
H: -3.6565 -4.6764 3.0068
H: -2.0735 -5.4208 2.7351
H: -2.8527 -4.4630 1.4487
H: -1.8401 -3.3709 4.1535
H: -2.7448 -2.4334 2.9288
H: 0.3529 -2.5529 4.0674
H: 1.2606 -2.7256 2.5670
H: -0.0817 -4.9976 4.1734
H: 1.6408 -4.6606 4.0457
H: 0.7503 -5.2415 2.6288
H: 1.1612 -4.2139 0.6119
H: 2.8929 -3.9500 -1.1521
H: 2.9030 -1.9002 -2.5237
H: -0.3932 -0.3734 -0.5150

Cartesian forces (eV/Å) of the 3 atoms listed first:
-1.1 0.0 -0.3
-0.2 -0.1 -0.1
0.1 0.5 0.4

Summary:
Frontier orbital gap (spin up / spin down): 6.52 / 3.80 eV
Strongest force on any atom: 0.0229 Eh/bohr
Multiplicity: 4
E: -48250.8626 eV
Total charge: +3
LUMO energy (spin up / spin down): -9.71 / -12.49 eV

No. 4
C23H25N6SeTl | ωB97M-V with the def2-TZVPD basis set

Positions of all 56 atoms, in Å:
Tl: 0.8609 -0.5345 -2.1506
C: 0.8645 0.0654 2.6254
C: -0.6650 0.2283 2.6100
C: -1.0917 1.5032 1.9411
C: -0.9571 2.7007 2.5966
C: -1.4003 3.8882 2.0154
C: -2.0102 3.9280 0.7514
C: -2.2381 2.7811 0.0460
C: -2.8564 2.8459 -1.3213
C: -4.3896 2.9928 -1.2616
C: -1.7832 1.5223 0.6449
N: -1.9234 0.3627 0.0695
C: -2.9080 -0.1297 -0.6939
C: -2.8115 -1.2996 -1.3899
C: -3.9439 -2.1246 -1.8390
C: -3.3957 -3.2174 -2.3758
C: -1.9273 -3.0065 -2.3147
N: -1.5886 -1.8792 -1.7684
H: 1.1284 -0.8040 3.2267
H: 1.3579 0.9388 3.0558
H: 1.2435 -0.0877 1.6163
H: -1.0291 0.2503 3.6384
H: -1.1119 -0.6293 2.1165
H: -0.5171 2.7190 3.5861
H: -1.2670 4.8178 2.5565
H: -2.3044 4.8816 0.3287
H: -2.5828 1.9713 -1.9116
H: -2.4540 3.7202 -1.8336
H: -4.8760 2.1210 -0.8259
H: -4.7817 3.1272 -2.2688
H: -4.6715 3.8619 -0.6677
H: -3.8855 0.3463 -0.6722
H: -4.9905 -1.9032 -1.6874
H: -3.8919 -4.0946 -2.7638
H: -1.1712 -3.6906 -2.6872
C: 2.4312 -6.2149 -0.7337
C: 3.2513 -4.9477 -1.0160
C: 2.3993 -3.7797 -1.2720
N: 1.7342 -2.8667 -1.4712
H: 3.1012 -7.0708 -0.6883
H: 1.7037 -6.3945 -1.5237
H: 1.9075 -6.1374 0.2174
H: 3.8869 -5.0833 -1.8916
H: 3.9014 -4.7089 -0.1746
Se: 5.5506 -1.0218 1.1442
N: 5.6310 0.6733 1.5798
C: 4.5993 1.2482 0.9867
C: 4.2950 2.6401 1.0416
C: 3.2222 3.0727 0.3377
C: 2.4296 2.1392 -0.3973
N: 2.6425 0.8558 -0.4728
C: 3.7462 0.3786 0.1988
N: 4.0930 -0.8943 0.1591
H: 4.9176 3.3072 1.6239
H: 2.9605 4.1225 0.3101
H: 1.5654 2.5093 -0.9500

Cartesian forces (eV/Å) of the 3 atoms listed first:
0.2 0.2 -0.1
-0.1 0.0 0.0
0.1 0.0 -0.2

Summary:
Frontier orbital gap: 5.11 eV
Strongest force on any atom: 0.0181 Eh/bohr
E: -103219.7761 eV
Total charge: +2
LUMO energy: -9.11 eV
Energy above the lowest of the compared OMol25 structures with the same formula, charge and spin: 13.59 kcal per mole